Record 1
# C23H28N7OV

A structure of composition C23H28N7OV in a non-equilibrium geometry (the ωB97M-V functional and the def2-TZVPD basis, the OMol25 dataset).

Output
Lowest unoccupied orbital energy (spin up / spin down) = -0.08935 / -0.09434 Eh
Spin multiplicity = 4
Relative energy (zero: lowest compared OMol25 entry of this formula, charge and spin) = 24.9 kcal per mole
<S²> = 3.763
DFT total energy = -62469.0902 eV
Total charge = +1
HOMO energy (spin up / spin down) = -9.26 / -11.23 eV
Frontier orbital gap (spin up / spin down) = 6.8251 / 8.6648 eV
Largest force on an atom = 2.0 eV Å⁻¹

CARTESIAN COORDINATES (ANGSTROEM)
V1 0.493 0.043 0.243
C1 -0.522 2.258 2.102
C2 0.019 3.093 0.945
N1 0.819 2.297 -0.026
C3 0.531 2.612 -1.439
C4 -0.396 1.609 -2.103
C5 -0.704 1.720 -3.450
C6 -1.622 0.839 -3.989
C7 -2.260 -0.069 -3.154
C8 -1.914 -0.117 -1.816
C9 -2.668 -1.004 -0.838
N2 -3.102 -0.276 0.347
C10 -2.701 -0.783 1.660
C11 -1.992 0.308 2.465
N3 -1.057 1.005 1.572
N4 -0.932 0.665 -1.324
H1 -1.298 2.840 2.612
H2 0.252 2.042 2.840
H3 0.603 3.933 1.327
H4 -0.828 3.515 0.401
H5 1.805 2.448 0.143
H6 1.459 2.695 -2.005
H7 0.046 3.590 -1.513
H8 -0.237 2.486 -4.055
H9 -1.872 0.885 -5.041
H10 -3.035 -0.721 -3.532
H11 -2.030 -1.832 -0.534
H12 -3.518 -1.436 -1.373
H13 -4.084 -0.050 0.307
H14 -2.024 -1.621 1.514
H15 -3.555 -1.154 2.231
H16 -1.457 -0.125 3.313
H17 -2.724 1.023 2.861
H18 -1.643 1.227 0.764
O1 0.231 -3.621 1.918
C12 0.392 -2.456 1.582
N5 0.251 -1.897 0.373
C13 0.426 -2.720 -0.795
C14 1.225 -1.910 -1.797
C15 1.524 -2.400 -3.061
C16 2.335 -1.666 -3.904
C17 2.846 -0.455 -3.455
C18 2.481 -0.020 -2.200
N6 1.661 -0.702 -1.385
C19 0.964 -1.443 2.564
C20 1.072 -1.717 3.914
C21 1.795 -0.852 4.719
C22 2.407 0.248 4.135
C23 2.229 0.467 2.783
N7 1.500 -0.337 2.000
H19 0.990 -3.626 -0.545
H20 -0.503 -3.074 -1.260
H21 1.132 -3.364 -3.361
H22 2.582 -2.037 -4.890
H23 3.515 0.137 -4.062
H24 2.867 0.914 -1.810
H25 0.618 -2.623 4.291
H26 1.902 -1.042 5.778
H27 3.015 0.928 4.715
H28 2.688 1.322 2.299


Record 2
# C6H12O

A cluster of 2 separate species, C6H12O in total (the ωB97M-V functional and the def2-TZVPD basis, the OMol25 dataset).

Output
Lowest unoccupied orbital energy = 0.03293 Eh
SMILES string = C=C(C)O.C=CC
Spin multiplicity = 1
Relative energy (zero: lowest compared OMol25 entry of this formula, charge and spin) = 35.9 kcal per mole
DFT total energy = -8462.7990 eV
Total charge = 0
HOMO energy = -8.83 eV
Frontier orbital gap = 9.7280 eV
Largest force on an atom = 0.4 eV Å⁻¹

CARTESIAN COORDINATES (ANGSTROEM)
C1 -1.738 -0.811 -1.770
C2 -1.312 -1.455 -0.487
O1 -2.396 -1.898 0.214
C3 -0.049 -1.587 -0.080
C4 2.549 1.244 0.162
C5 1.651 1.169 1.140
C6 0.298 1.815 1.118
H1 -0.874 -0.444 -2.327
H2 -2.419 0.022 -1.568
H3 -2.277 -1.533 -2.392
H4 0.766 -1.179 -0.666
H5 -2.087 -2.302 1.036
H6 0.209 -2.073 0.859
H7 2.352 1.810 -0.747
H8 3.513 0.747 0.229
H9 1.891 0.591 2.033
H10 0.151 2.395 0.200
H11 0.165 2.486 1.975
H12 -0.490 1.054 1.169


Record 3
# C41H61Cl16F4NO3S

A cluster of 9 separate species, C41H61Cl16F4NO3S in total in a non-equilibrium geometry (the ωB97M-V functional and the def2-TZVPD basis, the OMol25 dataset).

Output
Lowest unoccupied orbital energy = 0.00839 Eh
SMILES string = CCCCCN1c2cc(CCCCCOCC)c([C@H](F)CC)cc2Sc2c(C[C@H](O)C(F)(F)F)ccc(C[C@@H]3CO3)c21.ClCCl.ClCCl.ClCCl.ClCCl.ClCCl.ClCCl.ClCCl.ClCCl
Spin multiplicity = 1
DFT total energy = -273203.1474 eV
Total charge = 0
HOMO energy = -8.19 eV
Frontier orbital gap = 8.4231 eV
Largest force on an atom = 2.1 eV Å⁻¹

CARTESIAN COORDINATES (ANGSTROEM)
C1 3.136 2.253 -2.663
C2 3.734 1.552 -1.432
C3 3.393 2.308 -0.147
C4 3.487 1.504 1.168
C5 3.232 0.008 1.093
N1 1.882 -0.424 0.645
C6 0.833 0.535 0.772
C7 0.340 1.161 -0.354
C8 -0.704 2.070 -0.298
C9 -1.191 2.603 -1.618
C10 -2.005 1.548 -2.380
C11 -3.168 0.887 -1.633
C12 -3.450 -0.545 -2.136
C13 -4.626 -0.656 -3.112
O1 -5.478 -1.764 -2.895
C14 -4.855 -3.027 -2.879
C15 -3.968 -3.331 -4.075
C16 -1.256 2.393 0.953
C17 -2.356 3.399 1.190
F1 -3.577 2.948 0.671
C18 -2.117 4.827 0.706
C19 -0.650 5.249 0.638
C20 -0.772 1.742 2.088
C21 0.261 0.823 2.002
S1 0.891 -0.060 3.398
C22 0.987 -1.642 2.591
C23 0.564 -2.822 3.209
C24 -0.060 -2.845 4.589
C25 -1.551 -3.167 4.577
O2 -1.683 -4.512 4.164
C26 -2.395 -2.264 3.679
F2 -2.071 -0.968 3.790
F3 -3.702 -2.381 4.037
F4 -2.323 -2.604 2.374
C27 0.697 -4.009 2.485
C28 1.203 -4.016 1.196
C29 1.599 -2.834 0.571
C30 2.132 -2.890 -0.834
C31 3.496 -3.596 -0.852
C32 4.224 -3.607 -2.126
O3 3.528 -4.798 -1.569
C33 1.489 -1.649 1.282
H1 3.700 3.140 -2.943
H2 2.098 2.519 -2.470
H3 3.121 1.567 -3.510
H4 4.817 1.554 -1.551
H5 3.340 0.537 -1.419
H6 4.099 3.137 -0.058
H7 2.414 2.777 -0.226
H8 2.861 1.983 1.921
H9 4.509 1.597 1.545
H10 3.983 -0.437 0.437
H11 3.431 -0.403 2.086
H12 0.775 0.913 -1.313
H13 -1.698 3.560 -1.555
H14 -0.308 2.769 -2.237
H15 -2.377 1.982 -3.309
H16 -1.316 0.753 -2.677
H17 -2.978 0.831 -0.566
H18 -4.061 1.495 -1.782
H19 -3.678 -1.165 -1.269
H20 -2.546 -0.937 -2.603
H21 -4.267 -0.636 -4.147
H22 -5.258 0.221 -2.993
H23 -4.283 -3.180 -1.956
H24 -5.661 -3.761 -2.864
H25 -4.527 -3.132 -4.991
H26 -3.064 -2.727 -4.099
H27 -3.723 -4.392 -4.087
H28 -2.500 3.450 2.271
H29 -2.676 5.534 1.316
H30 -2.557 4.904 -0.290
H31 -0.156 4.901 -0.266
H32 -0.573 6.334 0.657
H33 -0.094 4.856 1.490
H34 -1.225 1.962 3.045
H35 0.126 -1.901 5.092
H36 0.414 -3.634 5.171
H37 -1.972 -3.063 5.581
H38 -2.559 -4.681 3.794
H39 0.361 -4.931 2.934
H40 1.259 -4.957 0.664
H41 2.280 -1.895 -1.246
H42 1.480 -3.505 -1.449
H43 4.094 -3.504 0.055
H44 5.245 -3.958 -2.145
H45 3.743 -3.221 -3.013
C34 -3.351 -5.334 0.821
Cl1 -1.932 -6.337 1.130
Cl2 -4.410 -5.219 2.237
H46 -3.018 -4.334 0.567
H47 -3.917 -5.776 0.011
C35 -0.068 -3.238 -4.704
Cl3 1.023 -4.302 -3.812
Cl4 -0.319 -1.703 -3.858
H48 0.363 -3.032 -5.676
H49 -1.027 -3.732 -4.804
C36 -0.526 2.859 -6.048
Cl5 0.403 1.448 -5.529
Cl6 -0.723 4.035 -4.746
H50 0.000 3.336 -6.866
H51 -1.508 2.527 -6.361
C37 2.280 3.199 5.689
Cl7 2.421 4.778 6.470
Cl8 0.714 2.976 4.903
H52 3.051 3.125 4.931
H53 2.405 2.429 6.440
C38 4.564 6.966 4.353
Cl9 5.075 6.412 2.751
Cl10 5.621 6.362 5.635
H54 4.587 8.048 4.366
H55 3.561 6.601 4.538
C39 4.887 10.734 2.916
Cl11 3.455 10.435 3.915
Cl12 4.661 10.194 1.252
H56 5.082 11.799 2.913
H57 5.724 10.193 3.343
C40 4.387 -7.828 -0.788
Cl13 5.044 -8.277 -2.367
Cl14 5.444 -8.326 0.543
H58 4.276 -6.751 -0.765
H59 3.429 -8.319 -0.666
C41 -8.443 -3.340 -2.070
Cl15 -9.774 -2.645 -1.138
Cl16 -8.933 -3.769 -3.716
H60 -7.645 -2.608 -2.135
H61 -8.108 -4.240 -1.568


Record 4
# C3H10N2

A cluster of 2 separate species, C3H10N2 in total in a non-equilibrium geometry (the ωB97M-V functional and the def2-TZVPD basis, the OMol25 dataset).

Output
Lowest unoccupied orbital energy = 0.04198 Eh
SMILES string = C=C.NCN
Spin multiplicity = 1
Relative energy (zero: lowest compared OMol25 entry of this formula, charge and spin) = 51.9 kcal per mole
DFT total energy = -6251.1770 eV
Total charge = 0
HOMO energy = -8.62 eV
Frontier orbital gap = 9.7621 eV
Largest force on an atom = 4.0 eV Å⁻¹

CARTESIAN COORDINATES (ANGSTROEM)
C1 1.232 -0.747 -0.621
N1 1.978 -1.108 0.560
N2 0.947 0.614 -0.881
H1 1.905 -0.464 1.335
H2 1.597 1.226 -0.370
H3 -0.122 0.793 -0.517
H4 2.976 -1.210 0.392
H5 1.680 -1.205 -1.507
H6 0.150 -1.229 -0.466
C2 -1.841 0.292 -0.220
C3 -2.237 0.874 0.903
H7 -2.840 1.771 0.902
H8 -2.225 0.606 -1.181
H9 -1.273 -0.731 -0.206
H10 -1.927 0.519 1.874